Entry from OMol25: C42H36GeN2O2PtSTe as an isolated structure (ωB97M-V/def2-TZVPD).

```
86
Properties=species:S:1:pos:R:3:forces:R:3:mulliken_charge:R:1
Pt 0.349646 -0.362292 0.906957 0.2257 0.1457 0.8388 1.064
C -7.731269 1.076712 1.037030 0.0539 0.0489 0.0419 -1.486
C -6.311713 1.013713 1.531603 -0.0485 -0.0286 -0.0220 0.843
C -6.034046 0.610382 2.834877 -0.0122 0.0038 0.0066 -0.801
C -4.730400 0.543250 3.300730 0.0495 0.0304 -0.0901 -0.337
C -3.695059 0.885457 2.441518 -0.1206 -0.0661 -0.0437 0.008
C -3.943217 1.301941 1.139029 0.0078 0.0401 0.0652 -0.137
C -5.250708 1.367740 0.697169 -0.0123 0.0082 -0.0230 -1.012
S -2.040035 0.754494 2.993091 0.2664 -0.1511 -0.0686 1.167
O -2.055536 0.385564 4.376471 0.0037 -0.0596 -0.0121 -0.681
O -1.303277 1.910954 2.557414 -0.2844 0.3499 0.1921 -0.642
N -1.365862 -0.436485 2.094705 -0.3251 -0.2048 -0.1873 -0.204
C -1.238825 -1.746236 2.499462 0.3729 0.3492 -0.1096 0.492
C -2.015273 -2.506880 3.363675 -0.0505 0.0047 0.0529 -0.448
C -1.589085 -3.790643 3.624201 -0.0026 -0.0492 0.0338 -0.601
C -0.418916 -4.283327 3.044993 -0.0734 -0.0638 0.0654 -0.994
C 0.294076 -3.476860 2.193862 -0.0881 0.2998 -0.0967 -0.006
N -0.125846 -2.232472 1.909896 -0.1067 0.2534 -0.1449 0.070
H -8.335303 0.285853 1.479549 -0.0051 -0.0014 -0.0045 0.391
H -7.776166 0.982712 -0.046790 -0.0029 -0.0034 -0.0015 0.380
H -8.189241 2.030383 1.307653 0.0055 -0.0011 0.0000 0.307
H -6.851368 0.346287 3.494879 0.0126 -0.0132 -0.0006 0.407
H -4.506997 0.239501 4.314310 -0.0229 -0.0010 0.0017 0.543
H -3.121995 1.575264 0.487591 -0.0252 0.0087 0.0048 0.359
H -5.456143 1.699754 -0.313583 0.0080 -0.0297 -0.0057 0.412
H -2.894137 -2.082062 3.825133 0.0164 -0.0135 -0.0107 0.441
H -2.159170 -4.416591 4.298143 -0.0081 0.0036 -0.0062 0.432
H -0.063220 -5.280706 3.255713 -0.0024 -0.0011 0.0103 0.495
H 1.212285 -3.805862 1.739754 0.0887 -0.0111 -0.0955 0.226
C 4.813165 -4.192224 1.993030 -0.0090 0.0036 0.0077 -0.511
C 4.098277 -4.797837 0.968641 -0.0081 -0.0029 -0.0005 -0.663
C 3.184762 -4.060192 0.227403 0.0597 0.0856 -0.0550 -0.041
C 2.984706 -2.706644 0.505910 0.0477 0.0290 0.2342 0.065
C 3.704488 -2.109138 1.544291 -0.0549 -0.0904 -0.0018 -0.220
C 4.617495 -2.847447 2.282393 -0.0216 -0.0127 -0.0014 -0.808
Ge 1.785552 -1.648772 -0.579047 0.3940 -0.4543 -1.0316 -0.313
C 0.789498 -2.754626 -1.832206 -0.3126 -0.0083 0.0983 0.401
C 0.991796 -2.620429 -3.208085 0.0449 -0.1124 0.0502 -0.284
C 0.295143 -3.416045 -4.107884 0.0051 -0.0011 0.0066 -0.771
C -0.616989 -4.353881 -3.649551 -0.0021 -0.0020 -0.0087 -0.534
C -0.827858 -4.503245 -2.285849 0.0134 0.0094 0.0116 -0.798
C -0.133518 -3.708105 -1.387381 0.0274 0.0761 0.0495 0.141
C 2.830929 -0.385036 -1.623683 -0.0795 0.2732 0.1833 0.263
C 2.237470 0.289691 -2.692877 0.1169 -0.0692 -0.0351 -0.107
C 3.029365 0.955048 -3.613474 -0.0820 0.1323 -0.0019 -1.043
C 4.402360 1.036178 -3.421149 0.0161 0.0280 -0.0248 -0.630
C 4.988322 0.438793 -2.316319 0.0184 -0.0412 0.0460 -0.739
C 4.209038 -0.285603 -1.424106 -0.0629 0.0160 -0.0424 -0.470
H 5.525686 -4.769042 2.568002 -0.0052 -0.0004 0.0007 0.409
H 4.252255 -5.845714 0.746126 0.0077 0.0052 -0.0078 0.439
H 2.635008 -4.536009 -0.577040 -0.0063 -0.0069 0.0097 0.418
H 3.547264 -1.062093 1.782425 0.0111 0.0034 0.0046 0.475
H 5.173980 -2.378829 3.083436 -0.0020 0.0036 -0.0012 0.433
H 1.713967 -1.910571 -3.585821 -0.0063 -0.0364 -0.0350 0.551
H 0.468252 -3.303117 -5.170252 0.0103 0.0013 0.0043 0.422
H -1.162035 -4.969419 -4.353212 0.0071 -0.0030 0.0036 0.389
H -1.535930 -5.237221 -1.923666 0.0010 0.0073 0.0102 0.437
H -0.322925 -3.833539 -0.327470 -0.0024 0.0094 -0.0276 0.371
H 1.163576 0.237944 -2.839264 0.0102 0.0363 -0.0011 0.937
H 2.577278 1.423692 -4.478735 -0.0096 0.0209 0.0164 0.467
H 5.017300 1.567277 -4.136282 -0.0136 0.0137 0.0122 0.414
H 6.055969 0.517917 -2.158674 0.0023 -0.0292 -0.0117 0.447
H 4.679828 -0.807324 -0.600638 0.0140 0.0401 0.0118 0.393
Te 0.761769 2.264493 0.737475 -0.0670 -0.0054 0.4911 0.477
C -0.909400 3.197042 -0.122440 -0.1345 -0.2828 0.0009 0.698
C -1.476469 2.726314 -1.299123 0.0178 0.0166 -0.0607 -0.419
C -2.615716 3.342373 -1.802188 0.0084 -0.0067 -0.0201 -0.728
C -3.183314 4.409474 -1.121811 0.0200 0.0250 0.0364 -0.585
C -2.605491 4.877274 0.052325 0.0051 0.0054 -0.0235 -0.594
C -1.464701 4.272603 0.559548 -0.0102 -0.0215 -0.0684 -0.510
C 2.126497 3.372300 -0.438446 0.0743 -0.3551 -0.1586 0.566
C 1.987831 3.599989 -1.798955 0.0112 0.0455 -0.0084 -0.281
C 2.827647 4.505788 -2.427552 0.0204 0.0150 -0.0152 -0.648
C 3.787311 5.191705 -1.694230 -0.0132 0.0020 0.0124 -0.508
C 3.909682 4.974254 -0.330066 0.0064 -0.0093 0.0061 -0.698
C 3.080048 4.058486 0.304320 0.1314 -0.0793 -0.0767 -0.538
H -1.038566 1.887017 -1.826739 -0.0284 -0.0363 0.0412 0.309
H -3.058992 2.983750 -2.722425 -0.0007 -0.0032 0.0117 0.431
H -4.078086 4.880740 -1.506774 0.0077 0.0082 -0.0035 0.438
H -3.046925 5.711685 0.581099 -0.0049 -0.0050 -0.0071 0.434
H -1.023992 4.626343 1.482260 -0.0327 -0.0231 0.0227 0.457
H 1.214348 3.101751 -2.362226 -0.0400 -0.0811 -0.0778 0.385
H 2.728955 4.683696 -3.491121 -0.0208 0.0082 0.0215 0.422
H 4.431616 5.908708 -2.185769 0.0000 -0.0073 -0.0002 0.424
H 4.641128 5.525431 0.246021 0.0156 -0.0283 -0.0044 0.427
H 3.178149 3.884798 1.368786 -0.0153 0.0461 0.0162 0.412
```
Forces are in eV/Å.

Summary:
Relative energy (zero: lowest compared OMol25 entry of this formula, charge and spin)   0.4453 eV
Net charge   +1
HOMO energy (spin up / spin down)   -11.07 / -11.08 eV
2S+1   2